Entry 1:
16
Properties=species:S:1:pos:R:3:forces:R:3 method="wB97M-V/def2-TZVPD" homo_ev=-8.494 homo_lumo_gap_ev=9.40 relative_energy_ev=1.633
O 1.08507 -0.61792 2.29920 -0.2068 -0.5606 -0.4731
C 0.21026 -0.88353 1.47511 0.9647 -0.2134 2.2903
N 0.10861 -2.07363 0.83760 -1.7039 0.3505 -0.9731
C -0.68692 0.24343 1.10646 -1.9776 0.6523 -2.2658
N 0.20890 1.03159 0.24040 -1.3402 -0.8532 1.7034
C -0.11643 1.22573 -1.11158 0.5160 1.0821 -1.0672
N 0.30913 0.24438 -2.15565 -0.6758 1.1978 -0.1036
H 0.56872 -2.92305 1.10399 0.3808 0.1969 0.3122
H -0.76144 -2.17000 0.31464 0.5924 -0.2989 0.1504
H -0.98923 0.91965 1.90916 0.1622 -0.7735 0.5536
H -1.66995 -0.00824 0.54459 1.7130 0.1040 0.7156
H 1.03166 1.12414 0.84376 0.3056 0.6524 -1.7626
H 0.29682 2.21003 -1.40096 0.0880 -0.3350 -0.0679
H -1.20568 1.38837 -1.27565 0.4531 -0.3883 0.7765
H 0.75324 0.83811 -2.84815 0.3298 -0.9136 -0.1458
H 0.85722 -0.54906 -1.88291 0.3986 0.1005 0.3571

---

Entry 2:
79
Properties=species:S:1:pos:R:3:forces:R:3 method="wB97M-V/def2-TZVPD" total_charge=-1 spin_multiplicity=6 homo_ev="-4.613 / -5.285" homo_lumo_gap_ev="7.04 / 7.70"
Mn -13.17293 6.29866 7.65759 -0.7691 -0.1435 -0.1927
C -14.76219 8.82228 9.57574 0.4243 0.1961 0.1341
C -14.89597 8.90693 8.05636 -0.9096 0.1523 -1.1005
C -14.02165 10.04583 7.51171 0.5772 -0.2452 0.5835
O -14.68839 7.74210 7.32341 1.1078 -0.5310 0.9859
H -15.19278 7.91735 9.99757 -0.2494 -0.0167 -0.0433
H -15.24797 9.68775 10.03963 -0.0293 -0.0799 0.0081
H -13.71258 8.84525 9.88339 0.0161 -0.0815 -0.0765
H -15.95136 9.18771 7.83671 0.1324 0.2111 0.2735
H -14.10218 10.08838 6.42753 -0.1537 0.1976 -0.0250
H -12.97110 9.82078 7.75642 -0.1227 -0.0691 -0.0877
H -14.21632 11.01178 7.99364 -0.2365 -0.0063 -0.2416
C -14.91836 3.39628 4.16068 0.6520 0.2290 0.2790
F -15.29647 3.42752 2.89270 -0.3397 -0.0384 -0.5498
F -15.81719 2.70350 4.84959 -0.4839 -0.2651 0.3794
F -13.77120 2.70151 4.21194 0.4486 -0.2209 0.0737
S -14.70425 5.11430 4.77997 0.1647 0.2082 -0.0210
O -13.89204 5.68958 3.73219 0.3387 0.0668 0.3298
O -16.06189 5.55568 4.84036 -0.4714 0.1768 0.2527
O -14.02386 4.96314 6.08208 -0.5120 -0.3621 -0.6656
C -10.84268 7.65026 11.34964 0.6232 0.4691 -0.5093
F -11.69204 8.65999 11.50884 -0.3702 0.2785 -0.0299
F -9.71409 7.98039 11.98437 0.3121 0.0038 0.2128
F -11.34206 6.58421 11.94391 -0.4692 -0.6747 0.3515
S -10.46455 7.32128 9.57294 0.1756 0.4367 0.1154
O -11.79874 7.33698 8.97116 0.1162 0.0862 0.2430
O -9.61654 8.40504 9.15905 -0.1737 0.3123 0.0109
O -9.81187 6.04064 9.62405 0.0033 -0.6073 -0.0064
C -16.17059 5.50941 11.28132 -0.2034 -0.7094 0.1210
C -14.77318 5.33384 10.67469 -0.5246 0.6235 -0.2919
C -14.16183 4.05572 11.16774 0.2181 0.0174 0.1907
O -12.81211 4.04668 10.81407 0.1598 0.3828 -0.3736
C -11.98331 3.43574 11.74609 0.4222 -0.2248 0.0898
N -14.77443 5.41561 9.18882 -0.9418 -0.5702 0.5897
H -16.72109 4.55624 11.34032 0.2959 -0.0023 -0.0026
H -16.83376 6.13579 10.68637 0.2872 0.4382 0.1205
H -16.05886 5.87432 12.30405 -0.2894 0.1776 -0.0696
H -14.12788 6.10749 11.09717 0.0151 0.2364 -0.4086
H -14.65491 3.16081 10.76105 -0.1792 0.0313 0.1085
H -14.23920 4.06913 12.26514 -0.2039 -0.2204 -0.0626
H -10.98148 3.43104 11.32168 0.0603 -0.0702 0.0204
H -12.30249 2.40335 11.93479 0.0844 -0.0206 0.1426
H -11.95102 4.00972 12.67994 -0.0802 -0.1217 0.0891
H -15.31060 4.58475 8.90616 0.5216 0.0922 -0.3455
H -15.41768 6.16434 8.89785 0.5008 0.1005 -0.0285
C -9.98238 7.16188 4.63463 -0.0524 -0.5222 -0.7679
C -10.64144 7.64363 5.91307 -0.6909 -0.2266 -0.3826
C -10.59009 9.15406 5.97447 -0.2179 -0.1249 0.6811
O -11.47101 9.66734 5.01210 -0.2865 -0.1251 -0.5041
C -11.20131 10.98967 4.71326 0.0381 1.2319 -0.1835
N -12.08892 7.15524 5.92922 1.4025 1.4535 -0.4891
H -8.92178 7.41732 4.57700 -0.0181 -0.0378 0.2152
H -10.45628 7.58974 3.74079 -0.0402 0.2218 0.2954
H -10.09063 6.08100 4.48032 0.1291 0.0579 0.3403
H -10.09599 7.26771 6.77865 -0.1318 -0.1244 0.0302
H -9.57820 9.53440 5.79063 0.0836 -0.1487 0.1420
H -10.92655 9.45988 6.97323 0.2378 0.2044 0.0033
H -10.27205 11.11948 4.13139 -0.0156 -0.1681 0.1866
H -11.12999 11.62536 5.61241 0.0660 -0.2197 -0.0239
H -12.00590 11.41938 4.11175 -0.0930 -0.3156 -0.0007
H -12.70566 7.96386 6.12591 0.2849 -0.2109 -0.1300
H -12.28092 6.99252 4.94082 -0.4925 -0.5075 0.2484
C -10.21534 2.80784 7.09822 0.0461 -0.7426 -0.3982
C -11.61367 3.41563 7.10247 0.4549 0.5560 -0.6788
C -12.62278 2.34217 7.36527 -0.4173 -1.0580 -0.1152
O -12.63146 2.01946 8.75065 -0.2715 -0.0281 -0.0921
C -13.65773 1.09400 9.05479 0.5544 0.5073 0.0658
N -11.74313 4.57075 8.02217 0.6241 -1.5799 0.9949
H -10.12522 2.23707 6.16390 0.1555 0.1209 0.0893
H -10.07674 2.06701 7.89033 0.0294 0.2932 0.2397
H -9.40828 3.53808 7.11765 -0.0498 0.1299 0.0798
H -11.79526 3.77522 6.08702 -0.1538 0.0794 0.0346
H -12.36730 1.43014 6.78904 0.2306 0.2194 0.0899
H -13.62155 2.57563 6.99715 -0.2143 0.5363 0.3054
H -13.42323 0.14077 8.57182 -0.3719 -0.1342 -0.0058
H -14.62611 1.49823 8.74460 -0.0991 -0.2467 -0.2015
H -13.68324 0.97238 10.13762 0.1118 -0.1088 -0.0029
H -11.99590 4.13673 8.92849 -0.4674 0.4531 -0.3226
H -10.77603 4.79824 8.27373 -0.3093 0.7219 -0.3167

---

Entry 3:
15
Properties=species:S:1:pos:R:3:forces:R:3 method="wB97M-V/def2-TZVPD" homo_ev=-7.713 homo_lumo_gap_ev=8.58 relative_energy_ev=2.531
O -0.37598 1.30242 -1.69310 -0.0108 0.2373 -0.1412
C -0.09735 1.11565 -0.31672 0.0677 0.0200 0.3309
C -1.20249 0.23806 0.31775 0.0471 0.1210 0.2010
C -0.44408 -1.02297 0.63033 -0.0806 0.1315 -0.1038
O -0.82344 -1.82683 1.63639 -0.3758 -0.6644 -0.3409
C 0.66648 -1.13464 -0.13309 -0.1490 0.3335 0.1022
C 1.18125 0.27435 -0.15322 0.2339 0.2735 -0.2353
H 0.40490 1.73864 -2.06025 -0.2918 -0.0870 -0.0988
H -0.04552 2.08289 0.20022 0.0595 -0.0946 -0.1128
H -1.75760 0.69750 1.13714 0.1814 0.0883 0.0634
H -1.92320 -0.02611 -0.47401 0.1067 0.1485 0.2783
H -0.00917 -2.30985 1.84929 -0.4835 -0.2219 -0.0227
H 1.96366 0.43753 -0.89090 -0.0905 0.3813 -0.2689
H 0.88739 -1.87651 -0.87825 0.7244 -0.7731 0.7500
H 1.62491 0.47875 0.83666 0.0612 0.1061 -0.4014

---

Entry 4:
15
Properties=species:S:1:pos:R:3:forces:R:3 method="wB97M-V/def2-TZVPD" homo_ev=-8.997 homo_lumo_gap_ev=9.47 relative_energy_ev=1.807
C 2.58720 0.84089 -1.84685 -0.7766 -0.5100 2.3610
C 1.50166 0.14285 -1.55062 -1.4596 -0.3833 3.7252
C -2.11122 -0.95638 0.88416 0.1658 0.5613 -4.3501
C -1.36300 0.42081 0.61419 -1.8266 -0.8397 -0.2665
Si 0.48381 0.11006 0.74177 1.1088 0.9729 -3.5024
Br 1.64914 1.58748 1.90579 -0.0915 0.1227 -0.0231
Br 0.63064 -1.78291 1.79856 0.7946 -0.7466 0.3875
H 2.91879 0.80958 -2.81532 0.9362 0.0392 -2.4718
H 3.25703 1.35888 -1.13297 -0.8979 -0.1999 -0.2620
H 0.85259 -0.55110 -2.10411 0.6701 0.7513 -0.3252
H -2.03867 -1.28178 1.87301 -0.3643 -0.5465 1.3596
H -3.13034 -0.77551 0.43772 0.6614 -0.5547 1.1807
H -1.63315 -1.72698 0.16308 -0.8951 0.9299 1.3811
H -1.72690 1.09989 1.40126 0.3503 0.1403 -0.3738
H -1.87758 0.70423 -0.36966 1.6245 0.2632 1.1798

---

Entry 5:
8
Properties=species:S:1:pos:R:3:forces:R:3 method="wB97M-V/def2-TZVPD" homo_ev="-10.907 / -10.908" homo_lumo_gap_ev="9.02 / 9.02" relative_energy_ev=3.710
C -1.53694 -0.28033 0.23554 1.0463 -1.0860 -2.7657
C 1.56382 0.11588 0.25129 0.7874 -1.5217 0.1967
N -2.14318 0.28253 0.98916 -3.0686 2.2571 3.7413
N 2.37306 -0.21066 0.98653 1.1423 -0.3108 1.1490
N -0.68021 -0.74342 -0.59353 5.1265 0.2768 -2.9998
N 0.69792 0.45370 -0.66807 -2.9303 -1.5311 -1.0765
H -0.73884 -1.06895 -1.61093 -0.5008 1.0824 2.2930
H 0.38653 1.31343 -0.24722 -1.6028 0.8333 -0.5381

---

Entry 6:
7
Properties=species:S:1:pos:R:3:forces:R:3 method="wB97M-V/def2-TZVPD" homo_ev=-9.612 homo_lumo_gap_ev=9.74 relative_energy_ev=4.321
C -0.82926 -0.87840 -0.12954 -0.7093 -0.0149 1.9818
C -0.19558 0.12161 0.42706 3.3572 0.4460 -2.8431
O 1.50025 0.20037 -0.41214 -2.8618 0.5278 1.3544
Cl -0.40094 1.51582 1.26902 -0.2434 -0.2780 0.5915
Cl 2.03951 1.78570 -0.58360 -0.2442 -0.7088 0.0547
H -1.68214 -1.34032 0.37383 -0.1365 0.5693 -0.3081
H -0.43184 -1.40478 -0.94462 0.8380 -0.5414 -0.8313

---

Entry 7:
74
Properties=species:S:1:pos:R:3:forces:R:3 method="wB97M-V/def2-TZVPD" homo_ev=-9.082 homo_lumo_gap_ev=8.34 relative_energy_ev=0.000
O 1.45434 -3.64236 -2.86928 -0.0646 0.0261 0.3478
C 0.73000 -2.69519 -2.89947 -0.0305 -0.2951 -0.1345
C 1.08404 -1.26321 -2.95888 -0.2686 0.4306 -0.0560
C 2.31070 -0.66503 -2.75080 -0.0126 -0.1606 -0.0453
C 2.35721 0.71745 -2.83160 -0.1398 0.2650 -0.0867
C 1.21244 1.46433 -3.12079 0.1543 -0.2556 0.1464
C -0.02620 0.86597 -3.34837 -0.0354 0.1867 -0.1370
C -1.23112 1.71322 -3.64269 -0.0319 0.1760 0.1947
C -2.46883 1.43660 -2.76633 -0.0012 0.2222 0.0656
C -3.76424 1.37956 -3.55137 -0.1147 -0.3062 0.1792
F -3.76988 2.36936 -4.53313 -0.0639 0.0908 -0.0046
C -0.05348 -0.51682 -3.26421 0.2573 -0.4081 0.0575
C -1.16711 -1.46609 -3.50114 0.1818 -0.2956 -0.0844
O -2.19404 -1.31070 -4.08605 -0.2145 0.1281 0.2578
N -0.71868 -2.77323 -3.01668 0.2991 0.5753 -0.1804
C -1.44559 -3.30090 -1.92696 -0.0569 -0.3322 -0.1693
F -0.92751 -4.45770 -1.53271 -0.0134 -0.0577 0.0459
F -1.42337 -2.46807 -0.85733 0.0303 0.0562 0.0658
F -2.72403 -3.47495 -2.24293 -0.0759 -0.0331 -0.0315
H 3.18396 -1.25760 -2.51968 0.0330 -0.0150 0.0015
H 3.29064 1.23666 -2.66034 0.0028 0.0150 0.0309
H 1.27229 2.54417 -3.14855 0.0807 0.0368 0.0140
H -1.48746 1.66433 -4.70060 -0.0339 -0.2104 -0.0487
H -0.93693 2.74597 -3.46223 0.0340 0.0709 -0.1794
H -2.35846 0.51784 -2.18978 -0.0860 -0.0645 -0.0608
H -2.55375 2.23668 -2.02973 0.0540 0.0237 0.0355
H -4.61666 1.55988 -2.89546 -0.0299 0.0624 -0.0028
H -3.90897 0.41420 -4.03547 0.1492 0.0946 -0.1575
C -5.19372 -6.50166 1.13333 0.0748 -0.0763 -0.0033
O -4.06521 -6.08602 1.86685 -0.1621 0.2038 0.1346
C -3.30995 -5.07642 1.22090 0.0529 -0.1611 -0.0641
C -2.68042 -4.12848 2.21477 0.1573 -0.0027 -0.0074
O -3.58727 -3.23271 2.83459 -0.0115 0.0894 -0.0179
C -4.44294 -3.72962 3.84856 -0.1163 0.0104 -0.0151
C -3.76350 -4.00019 5.17115 -0.0320 -0.1282 0.1115
O -2.98273 -5.18103 5.12435 0.1273 0.1084 -0.2060
C -1.83999 -5.13488 5.94618 -0.0751 -0.0641 0.0309
H -4.90812 -7.06619 0.23827 -0.0210 0.0280 -0.0310
H -5.78468 -7.14642 1.78164 0.0278 -0.0307 -0.0061
H -5.80994 -5.64677 0.83230 0.0070 -0.0017 -0.0190
H -3.94084 -4.50374 0.53059 -0.0304 0.0051 0.0217
H -2.50784 -5.55124 0.63959 0.0006 0.0911 -0.0844
H -1.99989 -3.48627 1.65068 0.0110 -0.0086 0.0127
H -2.08688 -4.67485 2.95097 -0.1200 -0.0875 0.0252
H -4.99955 -4.60681 3.51261 0.1148 -0.0859 0.0231
H -5.16163 -2.92455 4.01976 -0.0154 -0.0109 -0.0039
H -4.54017 -4.11692 5.93945 0.0087 0.1053 0.0396
H -3.14143 -3.13776 5.43758 0.0235 0.0039 -0.0200
H -1.24158 -4.23879 5.74550 -0.0069 0.0121 0.0222
H -1.23872 -6.01285 5.71703 -0.0264 -0.0255 0.0254
H -2.10609 -5.15495 7.00949 0.0251 0.0392 0.0101
C 3.41079 7.83613 1.41530 0.0358 -0.0234 0.1012
O 3.83281 6.49233 1.45470 0.0138 -0.0353 -0.2659
C 2.76681 5.56189 1.43305 0.0377 0.0794 0.1407
C 3.14919 4.28568 0.71973 -0.0294 -0.1379 0.0401
O 3.24423 4.39487 -0.69221 -0.0168 -0.0313 -0.0497
C 4.34734 5.09970 -1.24085 -0.0513 0.0705 -0.0969
C 5.67779 4.39205 -1.12262 0.1645 0.0815 0.0450
O 6.18764 4.45042 0.19613 -0.2416 -0.1158 0.0722
C 6.95059 3.32233 0.55734 0.0593 0.0966 -0.0152
H 2.92372 8.13397 2.35077 -0.0411 0.0131 -0.0193
H 4.29677 8.45140 1.26942 0.0106 -0.0084 0.0396
H 2.71996 8.01241 0.58290 -0.0174 0.0008 0.0115
H 1.88761 5.99648 0.94291 0.0064 0.0044 -0.0337
H 2.49261 5.30650 2.46570 -0.1101 -0.0064 -0.0184
H 2.33503 3.57567 0.88456 0.0067 -0.0067 0.0038
H 4.05420 3.85268 1.15025 0.0763 0.1444 -0.0059
H 4.41041 6.11554 -0.84717 0.0767 -0.0469 0.1321
H 4.12050 5.17387 -2.30735 -0.0011 0.0077 0.0019
H 6.38802 4.88353 -1.80140 -0.0133 -0.0815 -0.0920
H 5.56040 3.34978 -1.44359 -0.0190 -0.0186 0.0129
H 6.39912 2.39322 0.37191 0.0132 -0.0100 -0.0211
H 7.15671 3.39709 1.62336 0.0315 0.0302 -0.0084
H 7.90158 3.28714 0.01365 -0.0079 -0.0462 -0.0166